Record 1
{
  "formula": "C43H58GeOPS2Se2Si4V",
  "method": "ωB97M-V with the def2-TZVPD basis set",
  "homo_energy_ev": [-9.9, -10.0],
  "e_lumo_ev": [-3.22, -3.12],
  "e_tot_ha": -11868.1837,
  "orbital_gap_ev": [6.717, 6.873],
  "charge": 1,
  "s2": 0.77,
  "multiplicity": 2,
  "species": ["V", "C", "C", "S", "C", "C", "S", "H", "H", "H", "H", "H", "H", "Se", "P", "Se", "C", "C", "C", "C", "C", "C", "C", "C", "C", "C", "C", "C", "H", "H", "H", "H", "H", "H", "H", "H", "H", "H", "C", "Si", "C", "C", "Ge", "Si", "C", "C", "C", "Si", "C", "C", "C", "H", "H", "H", "H", "H", "H", "H", "H", "H", "H", "H", "H", "H", "H", "H", "H", "H", "H", "H", "H", "H", "H", "H", "H", "H", "H", "H", "O", "Si", "C", "C", "C", "C", "C", "C", "C", "C", "C", "C", "C", "C", "C", "C", "C", "C", "C", "C", "H", "H", "H", "H", "H", "H", "H", "H", "H", "H", "H", "H", "H", "H", "H"],
  "positions_angstrom": [[0.25902, -0.16632, -0.65581], [2.06514, -4.37893, 0.71856], [1.85710, -2.93187, 0.36582], [0.19031, -2.34814, 0.43550], [2.80930, -2.08254, -0.04051], [4.25462, -2.48080, -0.18398], [2.47216, -0.38787, -0.40264], [1.18058, -4.97024, 0.48415], [2.28399, -4.50582, 1.78216], [2.89770, -4.79751, 0.15495], [4.34352, -3.49520, -0.57242], [4.76697, -2.44950, 0.78089], [4.77576, -1.80637, -0.86026], [0.78232, 2.04923, -1.25167], [-0.83874, 3.63982, -1.04511], [-1.47017, 0.35128, 0.95123], [0.02331, 4.89360, -2.04586], [0.28228, 4.71524, -3.40662], [0.93873, 5.69937, -4.12390], [1.34119, 6.87308, -3.48992], [1.08485, 7.05801, -2.14136], [0.42812, 6.06583, -1.41904], [-2.20734, 3.21266, -2.19289], [-2.97409, 4.28977, -2.64756], [-4.06013, 4.08342, -3.48236], [-4.40873, 2.79471, -3.86589], [-3.67843, 1.71671, -3.39312], [-2.58284, 1.92442, -2.55807], [-0.04743, 3.80892, -3.90348], [1.13621, 5.55819, -5.17922], [1.85233, 7.64310, -4.05309], [1.39181, 7.97142, -1.64863], [0.22421, 6.20987, -0.36378], [-2.71158, 5.30089, -2.35464], [-4.63551, 4.93047, -3.83479], [-5.24527, 2.63328, -4.53397], [-3.95595, 0.71048, -3.67464], [-2.01539, 1.07353, -2.21133], [-2.44800, 1.07785, 3.97217], [-2.40124, 1.99994, 2.38138], [-4.04062, 2.18220, 1.59169], [-1.41197, 3.53494, 2.50942], [-0.07767, -1.08101, 2.38951], [1.75142, 0.16327, 3.31143], [3.26334, -0.89675, 3.18749], [1.90737, 1.82242, 2.54070], [1.21401, 0.30987, 5.09166], [-1.53497, -2.63575, 3.51756], [-0.66374, -4.25953, 3.30640], [-1.65821, -2.25890, 5.33025], [-3.17212, -2.58400, 2.64656], [-2.87415, 1.71010, 4.75809], [-1.44372, 0.78352, 4.28782], [-3.06295, 0.18099, 3.87970], [-4.64388, 2.90630, 2.14708], [-4.56553, 1.22525, 1.57711], [-3.93880, 2.53639, 0.56232], [-2.09449, 4.37655, 2.66620], [-0.84170, 3.73206, 1.60077], [-0.73333, 3.48227, 3.36285], [3.72464, -0.79645, 2.20352], [3.03597, -1.95125, 3.35957], [3.98971, -0.57751, 3.94128], [1.82290, 1.79654, 1.45413], [2.89065, 2.23344, 2.79081], [1.14583, 2.49765, 2.92951], [0.65076, -0.55760, 5.43821], [0.59929, 1.20017, 5.24796], [2.09816, 0.40217, 5.73042], [0.33735, -4.22232, 3.74533], [-0.56836, -4.53043, 2.25363], [-1.22350, -5.05224, 3.81181], [-0.67008, -2.13904, 5.77957], [-2.14317, -3.10506, 5.82884], [-2.24411, -1.36431, 5.54299], [-3.09345, -2.09145, 1.67501], [-3.91407, -2.04458, 3.24043], [-3.54191, -3.59876, 2.47997], [-0.36300, -0.79644, -2.06185], [-0.75748, -1.78383, -3.39116], [-2.59563, -1.94366, -3.33093], [-3.34460, -2.11402, -4.50012], [-4.72684, -2.25144, -4.44423], [-5.37900, -2.21470, -3.21818], [-4.65055, -2.04525, -2.04721], [-3.26981, -1.91405, -2.10514], [-0.11705, -0.96065, -4.90487], [0.31025, 0.37076, -4.88207], [0.80315, 0.97324, -6.03326], [0.85806, 0.25920, -7.22166], [0.43655, -1.06446, -7.26110], [-0.03767, -1.67330, -6.10848], [0.07771, -3.40516, -3.11054], [1.47653, -3.45297, -3.04096], [2.13809, -4.66073, -2.87949], [1.41028, -5.84286, -2.78779], [0.02429, -5.81511, -2.85696], [-0.63783, -4.60214, -3.02029], [-2.85012, -2.12233, -5.46571], [-5.29547, -2.37973, -5.35660], [-6.45616, -2.31667, -3.17516], [-5.16076, -2.01267, -1.09198], [-2.71147, -1.78279, -1.18365], [0.26578, 0.93948, -3.95929], [1.15056, 1.99890, -5.99823], [1.23883, 0.72907, -8.11960], [0.48794, -1.62223, -8.18736], [-0.33331, -2.71808, -6.14511], [2.05455, -2.53699, -3.12663], [3.22065, -4.68616, -2.84411], [1.92623, -6.78791, -2.67161], [-0.54052, -6.73670, -2.79298], [-1.72114, -4.58845, -3.07754]]
}

Record 2
{
  "formula": "C11H18N4O3",
  "method": "ωB97M-V with the def2-TZVPD basis set",
  "homo_energy_ev": -8.8,
  "e_lumo_ev": 0.48,
  "e_tot_ha": -874.6986,
  "orbital_gap_ev": 9.286,
  "charge": 0,
  "smiles": "CC(C)[C@H](NC(=O)[C@@H](N)Cc1c[nH]cn1)C(=O)O",
  "species": ["C", "C", "C", "C", "C", "C", "C", "C", "C", "C", "C", "H", "H", "H", "H", "H", "H", "H", "H", "H", "H", "H", "H", "H", "H", "H", "H", "H", "H", "N", "N", "N", "N", "O", "O", "O"],
  "positions_angstrom": [[0.29241, 1.17213, -0.87683], [-0.36755, 1.09002, 0.56574], [1.76669, 1.63639, -0.67449], [2.66271, 0.56626, -0.08043], [3.51579, -0.16591, -0.82618], [3.57057, -0.89637, 1.21125], [-1.77743, -1.01588, 0.70644], [-1.14147, -1.77191, -0.46907], [-3.18640, -0.54825, 0.29295], [-3.26967, 0.12578, -1.08990], [-3.79379, 0.40360, 1.38012], [-0.34273, 3.06337, -0.99615], [-1.22492, 2.07271, -1.84262], [0.24214, 0.26389, -1.45482], [1.80525, 2.49567, -0.01597], [2.20093, 2.04930, -1.62512], [3.78613, -0.07426, -1.85808], [3.83983, -1.52857, 2.04806], [4.57583, -1.86727, -0.35769], [-1.17210, 0.25127, 2.16037], [-1.91005, -1.74280, 1.52761], [-3.76555, -1.47119, 0.21389], [-4.30512, 0.60397, -1.33687], [-3.26440, -0.69690, -1.82334], [-2.46777, 0.93539, -1.35092], [-3.27344, 1.36362, 1.47645], [-3.81562, -0.04146, 2.36251], [-4.82978, 0.64996, 1.10064], [0.35993, -2.57502, -0.95664], [-0.26936, 2.26926, -1.63691], [2.74892, 0.11093, 1.23733], [4.09476, -1.11580, 0.02728], [-0.91159, 0.03286, 1.21632], [-0.38801, 2.21047, 1.14396], [-1.66878, -2.19009, -1.44767], [0.09318, -2.07132, -0.19842]]
}

Values of energy relative to the best compared isomer or geometry (same formula, charge and spin), in order: 0.000, 1.733, all in eV.